The following is a quantum chemistry calculation of a cluster of 11 separate species, C43H56F30O23 in total in a non-equilibrium geometry, from the Open Molecules 2025 dataset.

Element x y z (Å)
1 F 5.20 -6.78 0.50
2 F -4.93 4.11 2.10
3 F -3.49 -6.04 -6.09
4 F 4.18 2.79 1.63
5 F -2.99 -2.02 -5.71
6 F -4.81 -4.65 -5.29
7 F -4.03 -1.73 -3.92
8 F 1.73 -1.04 -2.60
9 F 5.83 -6.32 -1.52
10 F 3.63 3.32 -0.33
11 F 2.20 3.64 1.29
12 F -1.43 -2.78 0.17
13 F -5.21 -6.78 -5.07
14 F -3.43 3.48 0.60
15 F -4.63 2.91 5.35
16 F -4.46 -0.48 -5.65
17 F 0.27 -8.53 -0.37
18 F -3.57 1.33 6.34
19 F 3.64 3.57 7.21
20 F 0.95 0.85 -2.03
21 F -0.53 -2.37 -1.77
22 F -3.11 5.12 1.92
23 F 3.07 0.73 -2.50
24 F -2.73 -2.27 -1.54
25 F 4.53 1.70 6.47
26 F -2.52 3.13 5.71
27 F 4.60 3.65 5.38
28 F -1.00 -7.07 0.51
29 F 6.28 -4.97 0.11
30 F -1.68 -8.23 -1.20
31 O -0.15 -5.31 -1.32
32 O 5.05 5.13 2.04
33 O -4.69 5.32 -0.99
34 O 4.51 -0.30 2.67
35 O -2.34 0.27 -0.75
36 O 1.05 1.71 -4.60
37 O 3.66 -4.32 0.30
38 O 4.09 5.90 0.17
39 O -1.41 -0.53 -3.85
40 O 6.42 0.66 1.85
41 O 1.95 2.94 4.47
42 O -2.36 -6.23 -3.44
43 O 1.77 1.74 6.38
44 O 1.91 -0.35 -5.05
45 O -2.07 1.37 3.72
46 O 0.42 -7.03 -2.65
47 O 3.37 -5.40 -1.59
48 O -4.84 6.68 0.69
49 O -4.24 0.79 3.56
50 O 4.77 0.02 0.45
51 O -0.38 -0.25 0.24
52 O -2.80 1.19 -4.33
53 O -4.39 -5.57 -2.75
54 C 5.29 0.22 1.68
55 C -4.10 4.56 1.17
56 C 3.52 3.66 0.89
57 C 2.34 -3.61 0.17
58 C -4.61 5.53 0.14
59 C 5.36 -5.77 -0.39
60 C 2.38 2.48 5.47
61 C -0.13 -6.46 -1.60
62 C 5.63 0.34 -0.62
63 C 3.84 2.79 6.08
64 C -3.94 -0.18 2.48
65 C -2.46 -0.06 -4.36
66 C -3.21 1.41 4.07
67 C 0.96 -6.06 -3.66
68 C 4.00 -5.13 -0.65
69 C -3.50 -5.96 -3.66
70 C -1.55 -1.99 -0.92
71 C -5.19 -0.82 1.92
72 C 4.54 7.26 3.06
73 C 4.92 0.01 4.05
74 C -3.50 -1.05 -4.95
75 C -0.20 1.11 0.81
76 C -4.24 -5.85 -5.06
77 C -3.90 -5.49 -1.33
78 C -5.57 8.99 0.91
79 C 0.42 1.32 6.12
80 C 1.86 0.30 -2.81
81 C 5.59 6.47 2.29
82 C -2.83 2.98 -2.77
83 C -3.50 2.22 5.35
84 C -5.40 7.79 -0.06
85 C 1.58 -6.78 -4.79
86 C 2.49 0.85 -7.15
87 C 2.08 -2.79 1.50
88 C -1.93 2.12 -3.63
89 C -0.62 -7.61 -0.62
90 C -1.44 -0.47 -0.52
91 C 0.58 0.94 2.08
92 C 1.49 0.64 -4.28
93 C 4.21 5.08 1.02
94 C -4.78 -4.62 -0.46
95 C -0.34 1.40 7.42
96 C 1.64 -0.17 -6.46
97 H 5.82 6.90 1.29
98 H -4.51 9.45 0.99
99 H 1.89 -1.19 -6.79
100 H 2.88 -2.03 1.77
101 H -6.31 7.48 -0.55
102 H -4.57 7.99 -0.76
103 H 5.36 -0.89 4.43
104 H 0.40 0.32 5.73
105 H -2.83 -5.08 -1.37
106 H 0.61 0.12 -6.56
107 H 4.92 8.25 3.33
108 H -3.85 -6.56 -1.06
109 H -0.01 0.24 2.64
110 H 1.59 0.64 1.79
111 H 0.38 1.59 0.03
112 H 0.63 1.92 2.54
113 H 1.98 1.79 -7.04
114 H 5.64 0.86 4.05
115 H -0.49 2.45 7.75
116 H 3.51 0.92 -6.77
117 H 1.65 -5.47 -3.05
118 H 4.15 6.77 4.01
119 H 3.63 7.36 2.39
120 H 0.14 -5.46 -3.92
121 H -3.40 3.71 -3.36
122 H -3.26 -0.90 2.92
123 H -4.30 -4.57 0.50
124 H -2.22 3.64 -2.17
125 H -4.89 -3.57 -0.86
126 H -3.44 0.38 1.71
127 H 1.80 -3.48 2.26
128 H -3.41 2.41 -2.04
129 H 6.58 -0.09 -0.43
130 H -1.15 1.65 -3.06
131 H 3.99 0.21 4.60
132 H 5.13 -0.11 -1.46
133 H -5.68 -0.16 1.24
134 H -5.94 -1.09 2.70
135 H 1.98 -7.76 -4.50
136 H -5.77 8.61 1.96
137 H 5.68 1.40 -0.87
138 H 2.43 -3.02 -0.76
139 H 2.53 0.61 -8.21
140 H 1.17 -2.18 1.34
141 H -6.16 9.75 0.46
142 H -1.31 0.90 7.31
143 H 1.67 -4.43 0.05
144 H -5.85 -4.98 -0.38
145 H -0.11 1.85 5.36
146 H -1.46 2.70 -4.40
147 H 0.22 0.78 8.18
148 H 0.89 -6.89 -5.67
149 H -1.16 1.62 0.91
150 H 6.54 6.26 2.81
151 H -4.81 -1.68 1.33
152 H 2.46 -6.28 -5.14

Results
* E: -174117.2581 eV
* orbital gap: 11.14 eV
* M: 1510.84 g/mol
* SMILES: CCOC(=O)C(F)(F)F.CCOC(=O)C(F)(F)F.CCOC(=O)C(F)(F)F.CCOC(=O)C(F)(F)F.CCOC(=O)C(F)(F)F.CCOC(=O)C(F)(F)F.CCOC(=O)C(F)(F)F.CCOC(=O)C(F)(F)F.CCOC(=O)C(F)(F)F.CCOC(=O)C(F)(F)F.COC(=O)OC

The following is a quantum chemistry calculation of a structure of composition C43H56N3P2PdSSeSi2, from the Open Molecules 2025 dataset.

Element x y z (Å)
1 Pd -0.83 0.00 -0.83
2 Se -2.78 0.27 1.13
3 S 4.91 2.68 3.63
4 P 1.86 -0.90 -0.02
5 P 0.68 1.63 -0.55
6 Si -2.63 0.76 -3.32
7 Si -0.16 -1.29 -3.60
8 N -4.00 -1.38 3.04
9 N -3.51 -2.56 1.29
10 N 2.06 0.87 0.07
11 C -2.55 1.41 -5.07
12 C -4.41 -2.67 3.34
13 C 1.19 2.83 -1.78
14 C -0.69 -1.53 -5.37
15 C -1.41 4.11 2.72
16 C -5.26 -4.59 4.40
17 C -0.16 3.55 2.98
18 C -1.99 3.93 1.48
19 C -0.55 -3.04 2.37
20 C -1.35 3.20 0.51
21 C 3.82 -1.62 1.95
22 C -3.78 -0.71 -3.25
23 C 3.42 1.47 -0.08
24 C -4.95 -5.35 3.27
25 C -0.84 -2.71 -2.58
26 C 0.79 -1.28 1.41
27 C 2.15 4.59 -3.71
28 C 1.56 5.08 -2.56
29 C -4.37 -4.78 2.15
30 C -3.44 -1.33 1.82
31 C 5.98 -2.48 1.34
32 C -4.10 -3.43 2.22
33 C 1.08 4.20 -1.59
34 C 3.47 -1.50 0.61
35 C 4.19 1.66 2.33
36 C 4.39 -1.91 -0.36
37 C -5.00 -3.23 4.46
38 C -3.35 2.14 -2.30
39 C 5.06 -2.11 2.32
40 C 0.05 -1.13 3.69
41 C -3.07 -2.98 -0.02
42 C 1.78 2.34 -2.95
43 C 2.27 3.21 -3.91
44 C 0.75 -0.61 2.62
45 C 3.45 3.56 4.19
46 C -0.83 0.30 -2.83
47 C 5.64 -2.38 0.00
48 C -0.58 -2.36 3.57
49 C 1.70 -1.37 -3.64
50 C -0.10 2.63 0.76
51 C 3.86 2.40 1.04
52 C 0.49 2.82 2.00
53 C 0.11 -2.49 1.28
54 H 4.12 -1.85 -1.41
55 H -1.77 -1.60 -5.51
56 H 1.46 2.40 2.20
57 H -1.82 3.05 -0.45
58 H -0.25 -2.45 -5.74
59 H 4.13 0.65 -0.14
60 H 4.94 0.89 2.12
61 H 0.15 -3.03 0.34
62 H 2.70 2.87 4.58
63 H -5.72 -5.07 5.25
64 H -4.04 -0.57 3.64
65 H -2.14 0.70 -5.78
66 H 0.30 3.69 3.95
67 H -1.90 -2.86 -2.77
68 H 2.73 2.83 -4.80
69 H 1.28 0.32 2.73
70 H -4.80 -0.37 -3.41
71 H -0.32 -3.64 -2.83
72 H -1.04 -4.00 2.28
73 H -4.31 2.43 -2.73
74 H -5.24 -2.64 5.33
75 H 3.77 4.21 5.00
76 H -5.18 -6.41 3.27
77 H -2.48 -2.17 -0.46
78 H 0.62 4.60 -0.69
79 H -3.55 -1.45 -4.02
80 H -0.70 -2.55 -1.50
81 H -2.96 4.36 1.27
82 H -1.09 -2.79 4.43
83 H 1.96 -2.33 -4.10
84 H 3.02 4.18 3.41
85 H -3.55 1.67 -5.40
86 H 4.76 2.92 0.70
87 H 1.48 6.14 -2.40
88 H 3.32 1.13 2.72
89 H -3.52 1.88 -1.25
90 H 2.52 5.27 -4.46
91 H 6.34 -2.69 -0.76
92 H -0.32 -0.72 -6.01
93 H 5.32 -2.19 3.36
94 H -0.26 1.17 -3.19
95 H -3.93 -3.18 -0.66
96 H 3.48 2.00 -1.02
97 H -3.75 -1.23 -2.29
98 H 2.14 -0.60 -4.27
99 H -4.14 -5.37 1.27
100 H 1.88 1.27 -3.09
101 H -2.45 -3.87 0.06
102 H 6.95 -2.85 1.63
103 H -1.94 2.31 -5.11
104 H -1.91 4.68 3.49
105 H -2.72 3.03 -2.35
106 H 3.12 3.18 1.21
107 H 3.11 -1.35 2.72
108 H 2.16 -1.33 -2.66
109 H 0.02 -0.60 4.63

Results
* E: -163963.4055 eV
* orbital gap: 7.11 eV
* total charge: +1
* M: 950.51 g/mol